# 1
Density functional theory data (wB97M-V/def2-TZVPD) for 3 unconnected molecules or ions with the total composition C4H12O4.

```
20
Properties=species:S:1:pos:R:3:mulliken_spin:R:1
O -1.0078 -1.8649 -2.2018 0.700
C -0.7002 -1.6899 -1.0537 0.015
C -0.9204 -0.3827 -0.3843 0.102
C -0.4303 -0.2978 1.0940 0.027
C -1.1275 0.8907 1.7326 0.031
O -0.7498 -1.4963 1.7701 0.051
H -0.1453 -2.5506 -0.6043 0.081
H -1.9167 0.0387 -0.4435 -0.002
H -0.2390 0.2192 -1.0057 -0.008
H 0.6214 -0.2200 0.9950 -0.002
H -1.4188 1.6570 1.0157 -0.001
H -0.4414 1.3959 2.4132 0.008
H -1.9265 0.5551 2.3919 0.000
H -0.0216 -1.7179 2.3525 -0.002
H 1.8392 1.6192 -0.3402 0.000
H 2.6657 1.6499 0.9991 0.000
O 1.8746 1.9764 0.5520 0.000
H 1.6597 0.8032 -3.2176 0.000
H 1.1256 -0.6629 -3.3320 -0.001
O 1.2592 0.0777 -2.7331 0.001
```

Its orbital gap (spin up / spin down) is 9.55 / 5.62 eV. As for the strongest force on any atom: 0.0273 hartree/bohr. As for the multiplicity: 2. The net charge is +1.

# 2
Density functional theory data (wB97M-V/def2-TZVPD) for a molecular structure, C4H12O4Sn.

```
21
Properties=species:S:1:pos:R:3:lowdin_charge:R:1
Sn 21.4892 -10.0511 -25.0247 1.846
C 24.6810 -8.0243 -25.3352 -0.171
C 24.3439 -8.2384 -23.8663 -0.231
O 23.9843 -9.5799 -23.5468 -0.147
O 23.4823 -8.1967 -26.1335 -0.163
H 25.4579 -8.7193 -25.6551 0.139
H 25.0142 -6.9929 -25.4518 0.144
H 23.5487 -7.5658 -23.5313 0.131
H 25.1679 -7.9073 -23.2299 0.147
H 24.8249 -10.0182 -23.3557 0.125
H 23.6890 -7.8087 -26.9939 0.121
C 18.8249 -8.3646 -26.4228 -0.202
C 19.9270 -7.3765 -26.4706 -0.204
O 20.8682 -7.5831 -25.4058 -0.189
O 19.4109 -9.5972 -26.8863 -0.172
H 18.0492 -8.1292 -27.1558 0.153
H 18.2586 -8.5583 -25.5097 0.143
H 19.5026 -6.3672 -26.4376 0.155
H 20.3926 -7.3681 -27.4603 0.149
H 21.6112 -7.0218 -25.6688 0.099
H 18.7441 -10.2144 -27.2146 0.125
```

Its orbital gap is 8.25 eV. As for the strongest force on any atom: 0.0398 hartree/bohr. The net charge is +2.

# 3
Density functional theory data (wB97M-V/def2-TZVPD) for 3 unconnected molecules or ions with the total composition C4H12OS.

```
18
Properties=species:S:1:pos:R:3:lowdin_charge:R:1
C 0.2793 0.2473 -2.2641 -0.134
C -0.9128 0.5137 -1.3838 -0.329
C -0.8744 0.0512 0.0738 -0.579
S -0.2890 1.3277 1.2229 0.814
C 0.2016 0.3025 2.6524 -0.412
H 1.1745 0.5444 -1.6953 0.047
H 0.4764 -0.8381 -2.2848 0.075
H 0.2106 0.7325 -3.2301 0.079
H -1.7770 -0.1770 -1.8259 0.146
H -1.2652 1.5508 -1.4172 0.092
H -0.2381 -0.8505 0.1973 0.009
H -1.8274 -0.1439 0.5450 0.060
H 1.0362 0.7819 3.1925 0.032
H -0.7101 0.3979 3.2919 0.030
H 0.4278 -0.7810 2.5833 0.048
H 1.3088 0.0128 -0.0392 0.294
H 1.5572 -2.1582 0.5107 0.006
O 1.2215 -1.5142 -0.1293 -0.279
```

Its orbital gap is 8.51 eV. As for the strongest force on any atom: 0.0898 hartree/bohr.

# 4
Density functional theory data (wB97M-V/def2-TZVPD) for 2 unconnected molecules or ions with the total composition C4H12OS2.

```
19
Properties=species:S:1:pos:R:3:lowdin_charge:R:1
C 0.8488 -0.5249 -1.8763 -0.206
C 1.3527 -0.6592 -0.4274 -0.554
S 0.6755 0.6020 0.8152 0.439
S -1.2298 0.3529 0.3359 0.428
C -1.5083 1.7574 -0.8389 -0.562
C -2.9924 1.8009 -1.4017 -0.156
H 1.2409 -1.1320 -2.6750 0.056
H -0.2388 -0.7758 -1.7844 0.040
H 0.9513 0.5437 -2.2969 0.089
H 0.9185 -1.5288 0.1233 0.052
H 2.4683 -0.5204 -0.4455 0.077
H -0.8254 1.3441 -1.6769 0.041
H -1.3334 2.7842 -0.4529 0.075
H -3.5084 0.8834 -1.1204 0.048
H -3.5372 2.6786 -0.9483 0.078
H -2.8770 2.0393 -2.4466 0.054
H 3.8564 -3.5043 2.2599 0.045
H 2.5623 -4.3912 2.5056 0.052
O 2.8732 -3.4932 2.2257 -0.095
```

Its orbital gap is 9.18 eV. As for the strongest force on any atom: 0.0500 hartree/bohr. Its structure (SMILES) is CCSSCC.O.

# 5
Density functional theory data (wB97M-V/def2-TZVPD) for a single C4H12OSi2 molecule.

```
19
Properties=species:S:1:pos:R:3:lowdin_charge:R:1
C -3.2301 0.0470 -0.8046 -0.015
C -2.2717 0.0278 0.1012 -0.453
C -2.0109 -1.3013 0.8731 -0.116
C 3.4184 0.4189 0.4018 -0.234
O 0.6393 0.4066 -0.1467 -0.464
Si -0.8685 1.2046 0.4593 0.671
Si 1.9727 -0.3259 -0.5761 0.391
H -3.5593 0.8967 -1.3662 0.050
H -3.8720 -0.8369 -0.8988 0.068
H -2.4467 -1.3175 1.8950 0.085
H -0.9124 -1.4598 0.8801 0.051
H -2.4122 -2.0614 0.1526 0.083
H 4.1908 -0.1367 0.9263 0.025
H 3.8141 1.0216 -0.4502 0.017
H 3.0101 1.1773 1.0147 -0.008
H -0.8534 1.6585 1.8831 -0.029
H -0.8136 2.4708 -0.2352 -0.049
H 1.9651 -1.7571 -0.0386 -0.042
H 2.2896 -0.5038 -2.0651 -0.031
```

Its orbital gap is 10.56 eV. As for the strongest force on any atom: 0.0917 hartree/bohr. Its structure (SMILES) is C=C(C)[SiH2]O[SiH2]C.

# 6
Density functional theory data (wB97M-V/def2-TZVPD) for a single C4H12OSi2 molecule.

```
19
Properties=species:S:1:pos:R:3:lowdin_charge:R:1
C -0.4158 -1.1405 0.7165 -0.201
C 0.9735 -0.5963 1.0694 -0.203
C -0.9712 -0.1158 -0.2699 -0.545
C 1.4040 0.2255 -0.1385 -0.396
O 0.1257 0.3077 -1.0473 -0.267
Si -2.2367 -0.8488 -1.5082 0.729
Si 1.7858 2.0584 0.1748 0.698
H -0.3176 -2.1065 0.2208 0.101
H -1.0626 -1.2484 1.5866 0.115
H 0.9115 0.0362 1.9571 0.096
H 1.6823 -1.4000 1.2695 0.112
H -1.3696 0.7422 0.2977 0.106
H 2.1279 -0.2915 -0.7665 0.101
H -2.7209 -2.1241 -0.9634 -0.075
H -1.5413 -1.0737 -2.7699 -0.066
H -3.3815 0.0501 -1.6530 -0.087
H 1.8399 2.7441 -1.1090 -0.072
H 3.0497 2.1633 0.9125 -0.082
H 0.7073 2.5822 1.0158 -0.062
```

Its orbital gap is 10.22 eV. As for the strongest force on any atom: 0.0435 hartree/bohr. Its structure (SMILES) is [SiH3][C@H]1CC[C@H]([SiH3])O1.

# 7
Density functional theory data (wB97M-V/def2-TZVPD) for a single C4H12P2 molecule.

```
18
Properties=species:S:1:pos:R:3:lowdin_charge:R:1
C -1.0972 0.7290 0.5263 -0.208
C -0.5361 -1.4369 -0.6440 -0.120
C -0.0146 -1.1927 1.8439 -0.140
C -0.1829 -0.4513 0.5245 -0.846
P 1.3391 1.7064 -1.4413 0.476
P 1.6651 0.2784 0.2850 0.577
H -2.1898 0.3565 0.4221 0.103
H -1.1594 1.4209 1.4138 0.084
H -0.8441 1.5450 -0.2352 0.016
H 0.0337 -2.3242 -0.6674 0.056
H -0.5359 -0.8763 -1.5951 0.073
H -1.4607 -1.8589 -0.4283 0.043
H -0.5453 -2.1075 1.7819 0.072
H 0.9676 -1.4635 2.0241 0.015
H -0.2232 -0.5404 2.6249 0.058
H 2.5752 2.3333 -1.7241 -0.100
H 1.5071 1.0052 -2.6844 -0.090
H 0.7014 2.8770 -2.0268 -0.068
```

Its orbital gap is 7.08 eV. As for the strongest force on any atom: 0.0637 hartree/bohr. Its structure (SMILES) is CC(C)(C)P=[PH3].

# 8
Density functional theory data (wB97M-V/def2-TZVPD) for 2 unconnected molecules or ions with the total composition C4H12S.

```
17
Properties=species:S:1:pos:R:3:mulliken_spin:R:1
C 2.9225 -0.2244 1.9090 0.600
C 2.5189 1.0621 1.1865 0.166
H 2.0686 -0.8406 2.1937 -0.274
H 3.5164 -0.8540 1.2370 -0.091
H 3.5591 -0.0008 2.7692 -0.115
H 1.7325 0.8325 0.4694 0.232
H 3.3374 1.4420 0.5738 -0.097
H 2.1297 1.8102 1.8673 -0.159
C -3.2964 -0.6674 -0.3068 1.423
C -1.5287 -0.0604 -2.4379 1.829
S -2.6292 -1.3767 -1.8185 -0.871
H -3.7556 0.3062 -0.4420 -0.226
H -4.0642 -1.3791 -0.0317 -0.147
H -2.5860 -0.6337 0.5201 -0.316
H -1.6498 0.7962 -1.7756 -0.295
H -1.8106 0.0996 -3.4786 -0.218
H -0.4645 -0.3118 -2.4348 -0.442
```

Its orbital gap (spin up / spin down) is 2.23 / 8.86 eV. As for the strongest force on any atom: 0.0157 hartree/bohr. As for the multiplicity: 2. The net charge is -1.

# 9
Density functional theory data (wB97M-V/def2-TZVPD) for 2 unconnected molecules or ions with the total composition C4H12S.

```
17
Properties=species:S:1:pos:R:3:lowdin_charge:R:1
C 1.6914 -1.1059 -0.1007 -0.376
C 2.2524 -2.6098 2.2133 -0.398
S 0.7759 -2.0381 1.2298 0.691
H 1.1007 -0.2849 -0.5254 0.034
H 2.4801 -0.7710 0.1982 -0.099
H 1.8597 -1.7459 -1.0284 0.067
H 2.8343 -3.3517 1.5832 0.057
H 1.7884 -3.0230 3.0307 -0.029
H 2.8027 -1.6547 2.4593 0.050
C -2.4689 1.7193 -0.4883 -0.159
C -2.0054 2.4433 -1.7429 -0.180
H -3.4933 1.6175 -0.4309 0.025
H -2.0200 0.6816 -0.2748 0.084
H -1.9453 2.2608 0.3484 0.077
H -2.4821 2.0473 -2.6439 0.062
H -2.1675 3.5044 -1.7851 0.057
H -1.0029 2.3108 -2.0425 0.038
```

Its orbital gap is 9.55 eV. As for the strongest force on any atom: 0.2263 hartree/bohr. Its structure (SMILES) is CSC.CC.

# 10
Density functional theory data (wB97M-V/def2-TZVPD) for 2 unconnected molecules or ions with the total composition C4H12S.

```
17
Properties=species:S:1:pos:R:3:lowdin_charge:R:1
C 1.9440 1.9618 -1.4973 -0.436
C -0.7149 2.3360 -0.2055 -0.460
S 1.0583 2.4763 -0.0219 0.742
H 2.6834 2.7233 -1.7321 0.022
H 2.4851 1.0467 -1.2669 0.018
H 1.2872 1.7953 -2.3482 0.037
H -1.1086 3.2421 0.2658 0.019
H -1.2747 1.6077 0.3581 0.014
H -1.1164 2.3756 -1.2170 0.040
C -0.6487 -1.9736 0.3135 -0.164
C -0.7063 -2.8413 1.5587 -0.187
H -0.2241 -2.5702 -0.4941 0.063
H -1.6253 -1.6564 -0.0191 0.056
H 0.0108 -1.1380 0.5277 0.055
H -1.1753 -3.8218 1.4358 0.058
H -1.1768 -2.4411 2.4597 0.060
H 0.3023 -3.1226 1.8829 0.061
```

Its orbital gap is 9.36 eV. As for the strongest force on any atom: 0.0309 hartree/bohr. Its structure (SMILES) is CSC.CC.

# 11
Density functional theory data (wB97M-V/def2-TZVPD) for 2 unconnected molecules or ions with the total composition C4H12S2.

```
18
Properties=species:S:1:pos:R:3:lowdin_charge:R:1
C -0.7569 -1.9646 -1.8799 -0.521
S -0.0254 -3.5094 -1.9524 0.742
C -0.3422 -4.2112 -0.3033 -0.420
H -1.3799 -1.6906 -2.7616 0.050
H -0.0013 -1.2760 -1.8052 -0.021
H -1.4449 -1.7305 -1.0246 0.066
H 0.3804 -5.0735 -0.3257 0.041
H -0.2901 -3.5439 0.5344 0.020
H -1.4454 -4.4357 -0.3159 0.041
C 1.3092 3.3847 2.2886 -0.355
S 1.7834 3.1634 0.4264 0.691
C 0.0793 2.7780 -0.0968 -0.483
H 0.5028 2.5036 2.4214 0.071
H 0.7325 4.2746 2.5080 0.026
H 2.0005 3.2997 3.0024 -0.038
H -0.5481 2.9358 0.8532 0.038
H -0.2399 3.2589 -1.0362 0.026
H -0.3141 1.8367 -0.5330 0.026
```

Its orbital gap is 9.08 eV. As for the strongest force on any atom: 0.1280 hartree/bohr. Its structure (SMILES) is CSC.CSC.

# 12
Density functional theory data (wB97M-V/def2-TZVPD) for 2 unconnected molecules or ions with the total composition C4H12S2.

```
18
Properties=species:S:1:pos:R:3:lowdin_charge:R:1
S 2.0381 -4.6248 -0.1354 0.696
C 2.5513 -2.8947 -0.3901 -0.450
C 2.9146 -5.0015 1.4845 -0.410
H 1.6834 -2.2637 -0.1348 0.022
H 2.8527 -2.6750 -1.4281 0.029
H 3.3862 -2.6332 0.2815 0.032
H 3.9580 -4.6572 1.5810 0.036
H 2.9104 -6.1037 1.4421 0.014
H 2.3543 -4.6817 2.3791 0.030
S -1.9678 4.4308 0.3179 0.690
C -3.4353 3.2554 0.4215 -0.402
C -2.0318 4.6471 -1.4666 -0.470
H -4.3526 3.8223 0.1894 0.029
H -3.5884 2.7108 1.3684 0.032
H -3.2627 2.5208 -0.3829 0.025
H -1.9224 5.7292 -1.6503 0.026
H -2.9345 4.2908 -1.9908 0.043
H -1.1535 4.1284 -1.8863 0.027
```

Its orbital gap is 9.48 eV. As for the strongest force on any atom: 0.0369 hartree/bohr. Its structure (SMILES) is CSC.CSC.